Entry a
15
Properties=species:S:1:pos:R:3 method="wB97M-V/def2-TZVPD" charge=0 homo_ev="-8.4 / -8.4"
C -0.805 -1.025 1.036
C 0.024 -0.441 0.040
C 1.401 0.064 0.239
C -0.817 0.490 -0.864
N -0.177 -1.794 -0.067
O -1.131 -2.746 -2.941
P -1.677 -2.487 -1.644
H -0.351 -1.221 2.018
H -1.874 -0.863 1.152
H 2.054 -0.770 0.736
H 1.400 0.968 0.671
H 1.768 0.209 -0.743
H -0.625 1.452 -0.375
H -1.791 0.095 -0.732
H -0.299 0.782 -1.820



Entry b
15
Properties=species:S:1:pos:R:3 method="wB97M-V/def2-TZVPD" smiles="CPC1=NCCO1" charge=0 homo_ev=-9.0
C -0.351 1.614 -2.067
P 1.255 1.240 -1.326
C 0.717 -0.012 -0.076
N 0.827 0.352 1.127
C 0.574 -0.790 2.006
C 0.115 -1.851 1.033
O 0.323 -1.287 -0.229
H -0.307 2.677 -2.356
H -1.001 1.639 -1.200
H -0.576 1.030 -2.968
H 1.119 2.397 -0.337
H -0.116 -0.549 2.773
H 1.381 -1.129 2.601
H 0.819 -2.727 1.227
H -0.914 -2.203 1.269



Which is the most stable structure? entry b is the most stable.



Entry a
10
Properties=species:S:1:pos:R:3 method="wB97M-V/def2-TZVPD" smiles=CSS.O charge=0 homo_ev=-9.1
C -1.420 1.962 -1.790
S -1.459 2.548 0.052
S 0.117 1.912 0.950
H -2.382 1.460 -1.702
H -0.754 1.098 -1.988
H -1.227 2.588 -2.605
H -0.266 0.739 1.272
O 2.336 -3.792 2.064
H 1.804 -4.417 1.632
H 3.252 -4.098 2.115



Entry b
10
Properties=species:S:1:pos:R:3 method="wB97M-V/def2-TZVPD" smiles=CO.SS charge=0 homo_ev=-9.3
C -1.670 -0.993 -0.133
O -1.750 -0.236 1.049
H -0.710 -1.512 -0.241
H -1.862 -0.394 -1.021
H -2.462 -1.739 -0.120
H -0.965 0.296 1.184
S 1.664 0.964 0.627
S 3.125 1.749 -0.622
H 2.329 -0.153 0.922
H 2.302 2.018 -1.646



Which is the most stable structure? entry b is the most stable.



Entry a
14
Properties=species:S:1:pos:R:3 method="wB97M-V/def2-TZVPD" charge=+1 homo_ev="-13.5 / -13.5"
C 1.594 0.493 -0.040
C -1.918 -0.316 0.246
N 2.164 1.648 -0.028
N 1.625 -1.836 -0.166
N -1.217 0.383 -0.702
O 2.280 -0.595 -0.023
H -1.502 -1.320 0.381
H -2.902 -0.503 -0.238
H -2.143 0.186 1.196
H 1.605 2.491 -0.035
H 3.178 1.777 -0.002
H 2.346 -2.542 -0.026
H 1.216 -1.910 -1.097
H -1.308 1.394 -0.613



Entry b
14
Properties=species:S:1:pos:R:3 method="wB97M-V/def2-TZVPD" charge=+1 homo_ev=-14.4
C -1.973 0.619 -0.255
N -2.703 0.483 -1.378
O -0.926 0.032 -0.028
H -2.292 1.502 0.321
H -3.590 0.962 -1.363
H -2.319 0.274 -2.285
N 1.716 -1.347 -0.146
C 2.195 -0.517 0.755
N 1.473 0.454 1.233
H 0.844 -1.204 -0.641
H 2.070 -2.292 -0.115
H 3.229 -0.594 1.078
H 1.814 1.240 1.763
H 0.461 0.388 1.062



Which is the most stable structure? entry b is the most stable.